Entry 1:
Entry from the Open Molecules 2025 dataset: a structure of composition C61H56IrN5O8P3S (ωB97M-V with the def2-TZVPD basis set).

Each line ends with the Mulliken charge.
Geometry (Å):
Ir -0.55428 0.96026 1.22002  2.61
S 0.50401 4.53044 1.44913  0.84
P 1.67065 2.36325 -2.89099  0.75
P -1.31520 -1.24925 1.46010  0.10
P 0.71247 -2.08168 -1.46293  0.00
O 0.29597 5.17243 0.18372  -0.67
O -3.51712 1.84098 -0.34563  -0.35
O 0.54790 -0.84117 7.33035  -0.61
O 3.14870 0.98582 -0.40155  -0.58
O -1.42216 1.18526 -0.67986  -0.56
O 1.09541 0.42587 0.17229  0.88
O -1.92292 1.99010 2.49171  -0.90
O 1.84302 4.30402 1.89752  -0.65
N 0.86026 -3.13416 1.03888  1.46
N -1.27987 0.38120 6.77744  -0.19
N 0.53378 0.77062 2.94646  0.39
N -0.32367 3.09014 1.47583  -0.07
N -4.37696 1.24650 -2.67908  -0.66
C -2.40428 -2.03904 0.22184  1.49
C 1.90896 -1.26824 -2.58864  1.39
C -1.30577 3.09304 2.36320  0.60
C 0.64121 0.32117 5.28617  0.32
C 3.26562 -5.67284 2.31982  -0.80
C 1.66391 -2.34288 0.11398  -2.25
C -3.20443 -2.16275 5.03027  -1.01
C -2.95179 -3.94042 -1.15934  -0.73
C 2.44561 -6.78385 2.44183  -0.64
C -0.09361 -2.54540 1.94406  -2.31
C 0.58319 -5.47943 1.65428  0.08
C -3.64301 -1.48089 -0.09334  -0.09
C 3.12353 3.88573 -4.67144  -0.46
C -3.46584 -0.32970 2.97299  0.07
C -4.37355 -0.33181 4.01962  -0.90
C 3.13745 3.13256 -3.49020  0.62
C -2.07260 -3.28134 -0.31174  -0.73
C 1.10025 -6.67973 2.11507  -0.94
C 5.50015 3.48477 -3.26284  -0.88
C -0.52275 5.26264 2.69664  0.46
C -0.44972 6.53541 3.21539  -0.87
C 5.48644 4.23998 -4.43079  -0.58
C -2.29905 -2.16991 3.97889  -0.88
C 3.58527 -0.19215 -4.55781  -0.62
C -0.06833 0.50056 4.11807  0.18
C -0.22000 -5.23687 -3.85454  -0.64
C -2.42107 -1.25580 2.92884  1.12
C 2.02494 0.44306 5.25799  -0.84
C -1.39566 6.87859 4.17882  -0.66
C -0.18124 -4.01410 -3.20208  -0.58
C -2.43268 4.69445 4.05098  -0.62
C 0.74826 -3.76582 -2.19123  1.19
C 2.74665 -4.46348 1.87774  -0.32
C -2.37105 5.97506 4.58866  -0.72
C 1.86635 0.93753 2.92811  0.12
C 4.12351 -0.82945 -3.44757  -0.91
C -2.09183 3.70546 -5.09288  -0.77
C 2.20924 -0.08894 -4.68760  -0.50
C -1.85260 4.17327 -3.80539  -0.69
C -0.04829 2.44345 -5.02815  0.15
C -4.24796 -1.25132 5.05079  -0.76
C -2.57129 1.34844 -1.08624  -0.26
C -4.17001 -3.36783 -1.48819  -0.99
C -1.19100 2.84165 -5.70491  -0.75
C 1.95842 1.21694 -0.39952  -0.02
C 1.58577 -6.01368 -2.47768  -0.78
C 0.66223 -6.24323 -3.48704  -0.69
C -1.49173 4.35156 3.09799  -0.47
C 2.63555 0.78401 4.06627  -1.30
C 1.40422 -4.36261 1.52600  0.05
C 4.30255 4.44070 -5.13223  -0.80
C 3.29090 -1.37614 -2.48058  -0.29
C -2.96138 0.96557 -2.49546  1.54
C 1.45847 2.48058 -1.10403  -0.06
C 4.33280 2.91755 -2.78861  -0.43
C -4.51610 -2.13590 -0.94893  -0.93
C 1.63475 -4.78160 -1.84013  -0.56
C 1.37677 -0.60323 -3.69610  -0.74
C 0.19681 2.91610 -3.73536  0.59
C -0.71218 3.78218 -3.11920  -0.78
C -0.02861 -0.09783 6.57010  0.23
H 2.32453 1.17417 1.98184  0.27
H -4.85694 -3.88793 -2.14284  0.46
H -1.12303 -3.74415 -0.08124  0.46
H -0.46125 -5.42056 1.36796  0.33
H -3.09279 6.27710 5.33505  0.45
H 4.33293 2.31405 -1.88815  0.42
H 3.39081 -3.59539 1.80756  0.38
H -1.37165 7.86809 4.61465  0.43
H -5.48688 -1.70341 -1.16031  0.66
H 2.59023 -2.88290 -0.06728  1.43
H -2.71281 -0.09193 -2.60577  0.04
H 2.04719 3.33196 -0.75531  1.00
H -1.72955 0.14459 7.64707  0.25
H -3.09005 -2.88018 5.83186  0.49
H 4.31303 -5.74021 2.58294  0.45
H 0.30657 7.23844 2.89423  0.54
H -3.19403 3.98979 4.35802  0.62
H 2.27718 -6.79383 -2.18684  0.51
H -0.76635 -3.34478 2.26273  0.85
H -4.31290 1.84442 -0.95614  0.54
H 6.40521 4.67868 -4.79673  0.44
H -1.14315 0.40677 4.09329  0.26
H -2.97486 4.02953 -5.62881  0.48
H 0.65196 1.76480 -5.50212  0.07
H -0.52087 4.18257 -2.12993  0.68
H 1.78470 0.37481 -5.57082  0.70
H -4.91681 0.40826 -2.84760  0.24
H 6.42589 3.33561 -2.72413  0.49
H -0.94095 -5.40752 -4.64393  0.47
H 0.37174 -2.15261 2.86669  0.60
H 2.37251 -4.63504 -1.06239  0.36
H -1.50074 -2.89601 4.01306  0.55
H -0.88682 -3.23649 -3.47820  0.29
H -3.95772 -0.55313 0.35468  0.27
H 3.73453 -1.89781 -1.64207  0.39
H 0.63117 -7.20252 -3.98637  0.43
H 2.59121 0.26988 6.16379  0.52
H 2.85005 -7.72386 2.79118  0.44
H -5.18134 0.38838 4.02758  0.54
H 4.23563 0.20886 -5.32404  0.46
H 5.19702 -0.92208 -3.34595  0.51
H -2.67222 -4.90427 -1.56333  0.58
H 0.45245 -7.54211 2.20162  0.45
H -3.56778 0.42054 2.20250  -0.27
H -4.95911 -1.25629 5.86621  0.45
H 0.40314 2.66441 -0.93251  -0.77
H -1.66453 1.12820 6.22806  0.13
H 4.29986 5.03732 -6.03403  0.46
H -2.32536 1.52509 -3.18233  -0.66
H 0.29728 -0.55050 -3.81161  0.30
H -4.54975 1.89864 -3.43184  0.19
H 3.70457 0.92314 3.99632  0.64
H 1.94679 -1.36987 0.51505  -0.12
H -2.54318 4.86533 -3.34152  0.52
H 2.19940 4.05374 -5.20874  0.42
H -1.37455 2.48386 -6.70912  0.48

Total charge ... +2
HOMO-LUMO gap (spin up / spin down) ... 7.272 / 5.168 eV
⟨S²⟩ ... 0.7601
Multiplicity ... 2



Entry 2:
Entry from the Open Molecules 2025 dataset: an isolated molecule of C4H5NO3 (ωB97M-V with the def2-TZVPD basis set).

Each line ends with the Mulliken charge.
Geometry (Å):
O 2.35311 0.51786 -0.28109  -0.52
O -0.18935 2.23725 -0.09836  -0.52
O -2.38566 0.38609 -0.32567  -0.41
N -1.14456 0.00613 -0.16387  0.28
C -0.08035 0.85978 -0.12094  0.08
C -0.70221 -1.36518 -0.04499  -0.59
C 0.65051 -1.30644 -0.02291  -0.47
C 1.07973 0.06333 -0.11705  0.49
H -1.50308 -2.12166 -0.03669  0.39
H 1.41533 -2.11711 -0.19040  0.29
H 0.24725 2.55865 0.67019  0.32
H 2.93777 -0.08500 0.12100  0.32
H -2.67850 0.36631 0.61077  0.35

SMILES ... Oc1ccn(O)c1O
Energy relative to the best compared isomer or geometry (same formula, charge and spin) ... 356.83 kJ/mol
HOMO-LUMO gap ... 8.246 eV



Entry 3:
Entry from the Open Molecules 2025 dataset: a structure of composition C4H8O2 (ωB97M-V with the def2-TZVPD basis set).

Each line ends with the Mulliken charge.
Geometry (Å):
O 2.01811 0.93332 -0.31182  -0.37
O -1.74102 -0.72650 -1.35692  -0.54
C -1.11159 -0.36656 -0.14272  0.44
C 0.84934 0.42252 0.07145  0.12
C -0.44541 0.99463 -0.04571  -0.77
C 0.30467 -0.99004 -0.06377  -0.91
H 1.18085 0.43603 1.75854  0.09
H 2.72682 0.40826 0.09387  0.42
H 0.21012 0.86268 1.21011  -0.08
H 0.53305 -1.69654 0.73632  0.33
H -1.75841 -0.63221 0.70634  0.29
H 0.58269 -1.38825 -1.04352  0.26
H -0.75602 2.01703 -0.22291  0.45
H -2.59319 -0.27439 -1.38924  0.29

Energy relative to the best compared isomer or geometry (same formula, charge and spin) ... 625.08 kJ/mol
HOMO-LUMO gap ... 8.368 eV



Calculated E (Eh), listed in the same order as above: -4760.02031, -435.78459, -307.47435